(1)
Molecular formula: C8H22AlB2CaCl3CsF8LiNO8S
Method: DFT, ωB97M-V/def2-TZVPD

Geometry as XYZ:
```
57
Properties=species:S:1:pos:R:3
O 0.1410 1.2145 -0.2053
C -0.5085 2.1982 0.6256
C -1.4694 3.0555 -0.1726
C -2.7928 3.0668 0.5840
Al -3.5642 1.1857 0.3470
H -0.5928 0.8332 -0.7139
H -1.0447 1.6601 1.3990
H 0.2603 2.7712 1.1248
H -1.0533 4.0419 -0.3624
H -1.6078 2.5700 -1.1318
H -3.4639 3.8464 0.2405
H -2.6208 3.1823 1.6499
H -2.4991 0.3565 -0.6119
H -5.0862 1.1983 -0.2035
H -3.5264 0.4536 1.8056
Li 0.7036 -0.5831 -0.2905
C -5.0025 3.0522 3.7363
Cl -6.4125 3.2362 4.8208
Cl -5.2215 4.2388 2.3949
Cl -3.5136 3.3042 4.5672
H -5.0126 2.0498 3.3166
C 1.9599 -4.6988 1.9649
N 1.1979 -3.5839 1.3460
O 1.0996 -2.5427 1.9641
O 0.7208 -3.7764 0.2510
H 2.3196 -4.3686 2.9307
H 1.2811 -5.5399 2.0592
H 2.7790 -4.9346 1.2930
Ca -7.1029 5.5519 1.0102
B 3.5880 -1.2824 -2.4675
F 3.7875 -2.4592 -1.7405
F 3.5331 -1.5672 -3.8366
F 2.3486 -0.7087 -2.0601
F 4.6174 -0.3741 -2.2150
B -5.2313 1.7465 7.9300
F -4.9216 0.8800 6.8802
F -6.6562 1.8882 7.9697
F -4.7907 1.2494 9.1455
F -4.6935 3.0196 7.6798
O 7.2688 -0.4309 -3.7744
H 7.1080 -0.0436 -4.6432
H 6.3825 -0.6084 -3.4301
Cs -8.8891 3.1471 5.9096
C 4.9374 -2.1686 -6.6064
S 6.6530 -2.0892 -7.1196
O 7.0615 -0.6599 -7.0519
C 6.3531 -2.4554 -8.8554
H 4.8835 -1.9224 -5.5471
H 4.3549 -1.4483 -7.1806
H 4.5622 -3.1801 -6.7629
H 5.6714 -1.7138 -9.2718
H 5.9313 -3.4564 -8.9437
H 7.3074 -2.4125 -9.3760
C -2.8935 -1.4477 4.8981
O -3.0961 -0.2725 4.6284
O -1.9098 -1.8692 5.5565
O -3.6352 -2.3994 4.5456
```

Calculated values
Charge ... -1
E_HOMO ... -4.04 eV
Lowest unoccupied orbital energy ... -2.5 eV

(2)
Molecular formula: C8H22AsCrF8N3O6S2
Method: DFT, ωB97M-V/def2-TZVPD

Geometry as XYZ:
```
51
Properties=species:S:1:pos:R:3
Cr -0.0315 -0.2041 -0.1416
As 1.0445 1.8024 -3.0480
F 0.5239 1.2730 -1.3822
F 1.9356 3.1152 -2.2972
F 1.5825 2.2001 -4.7424
F 0.0764 0.3908 -3.7395
F -0.3996 2.9047 -3.1463
F 2.4811 0.7160 -2.8102
N -1.1712 -1.0399 -1.3984
S -2.4539 -0.7892 -2.2648
O -3.7055 -0.7321 -1.5633
O -2.3598 -0.8898 -3.7063
F -2.2001 0.7997 -2.1238
S -1.6468 -2.7677 -1.5878
O -1.2511 -3.4304 -2.8329
O -2.7719 -3.2802 -0.8061
F -0.3706 -3.2489 -0.6619
C -2.5110 -1.5693 3.0268
C -1.9657 -0.8692 1.8614
C -2.4167 0.5469 1.5947
O -1.4056 1.1018 0.7468
C -1.8326 2.4406 0.5391
N -0.5669 -1.1602 1.6861
H -3.6001 -1.5310 3.0089
H -2.2310 -1.0570 3.9472
H -2.2492 -2.6184 3.1643
H -2.3760 -1.4370 1.0263
H -2.7393 1.1910 2.4127
H -3.3620 0.5669 1.0523
H -1.0684 2.9349 -0.0608
H -1.8284 3.0310 1.4554
H -2.7452 2.6633 -0.0138
H -0.3976 -2.1401 1.8629
H -0.1379 -0.8497 2.5461
C 4.1520 -1.1925 -0.2749
C 2.7723 -0.8800 0.3825
C 2.6397 0.5858 0.8141
O 1.2239 0.9009 1.1471
C 1.2288 2.1469 1.9154
N 1.7579 -1.0236 -0.7195
H 4.2935 -2.2356 -0.5579
H 5.0287 -0.9448 0.3235
H 4.3218 -0.5666 -1.1510
H 2.5724 -1.5829 1.1913
H 3.0309 1.1632 -0.0235
H 3.4406 0.8262 1.5134
H 0.3624 2.1368 2.5767
H 1.2495 2.9894 1.2240
H 2.0265 2.1388 2.6582
H 1.8864 -1.9520 -1.0958
H 2.1640 -0.5737 -1.5274
```

Calculated values
Spin multiplicity ... 4
⟨S²⟩ ... 3.78
Charge ... +1
E_HOMO (alpha / beta) ... -14.28 / -14.45 eV
Lowest unoccupied orbital energy (alpha / beta) ... -6.1 / -5.7 eV

(3)
Molecular formula: C8H22BaClNdSi
Method: DFT, ωB97M-V/def2-TZVPD

Geometry as XYZ:
```
34
Properties=species:S:1:pos:R:3
Nd 0.2444 0.2149 -0.3970
Cl -2.2630 -1.0058 -0.7572
C 0.8398 -2.0922 0.4386
H 1.5962 -1.5784 1.0438
H 1.1909 -2.7194 -0.4104
H -0.1314 -2.3390 0.9284
Ba -1.1923 -0.6597 -3.2848
C -2.1814 1.4404 -4.2193
C -1.4963 -2.6957 -4.7093
C 1.0818 -0.3555 -2.7529
H -0.3846 -2.7582 -4.7635
H -2.0538 -3.1934 -3.8745
H -2.0218 -2.0174 -5.4079
H -1.1676 1.8957 -4.2458
H -2.5046 0.8248 -5.0759
H -2.8528 1.5741 -3.3379
H 1.6635 -1.3174 -2.7859
H 1.1562 0.7477 -3.0095
C 0.7881 -0.6560 3.7408
Si 0.5946 0.9207 2.7557
C 0.0734 2.2546 3.9295
C 2.2387 1.4058 1.9744
C -0.7127 0.8111 1.5075
H 1.5238 -0.4959 4.5406
H 1.1100 -1.5119 3.1389
H -0.1753 -0.9061 4.2057
H 0.8198 2.3709 4.7219
H -0.0356 3.2046 3.3936
H -0.8913 1.9899 4.3786
H 2.6143 0.6377 1.2759
H 2.1402 2.3656 1.4427
H 2.9899 1.5324 2.7712
H -1.6300 0.3002 1.7768
H -0.9713 1.8108 1.0674
```

Calculated values
Spin multiplicity ... 4
⟨S²⟩ ... 3.77
Charge ... -2
E_HOMO (alpha / beta) ... 0.55 / 0.52 eV
Lowest unoccupied orbital energy (alpha / beta) ... 4.3 / 4.3 eV

(4)
Molecular formula: C8H22ClPdRuSi
Method: DFT, ωB97M-V/def2-TZVPD

Geometry as XYZ:
```
34
Properties=species:S:1:pos:R:3
Ru -1.6877 -0.1491 -1.2762
Cl -3.5522 1.2543 -0.9645
C -2.5917 -1.8260 -0.7126
C -2.0064 -0.3607 -3.2533
H -2.9231 -2.3735 -1.6078
H -1.9332 -2.4782 -0.1203
H -3.4749 -1.5298 -0.1239
H -2.4022 -1.3660 -3.4769
H -1.0771 -0.2061 -3.8256
H -2.7583 0.4016 -3.5270
Pd 1.1287 -0.1252 -0.6458
C 1.9455 1.0811 -2.0616
C -0.0941 -1.4037 -1.6754
H 2.1733 0.4196 -2.9105
H 1.2002 1.8433 -2.3394
H 2.8455 1.5300 -1.6163
H 0.3002 -1.4335 -2.7092
H -0.0746 -2.3773 -1.1480
C 0.4751 1.5698 3.4717
Si 0.8765 0.5487 1.9262
C 2.6307 1.0742 1.4570
C 0.7979 -1.2663 2.3708
C -0.4232 0.8381 0.5323
H 1.1352 1.2814 4.3033
H -0.5606 1.4190 3.8043
H 0.6198 2.6443 3.2933
H 3.3003 0.6895 2.2367
H 3.0102 0.7060 0.4870
H 2.6952 2.1688 1.4413
H -0.1973 -1.5203 2.7569
H 1.0112 -1.9179 1.5127
H 1.5356 -1.4774 3.1564
H -0.5488 1.9005 0.2814
H -1.3758 0.4408 0.9632
```

Calculated values
Spin multiplicity ... 8
⟨S²⟩ ... 15.77
Charge ... -2
E_HOMO (alpha / beta) ... 3.34 / -2.30 eV
Lowest unoccupied orbital energy (alpha / beta) ... 5.6 / 5.2 eV

(5)
Molecular formula: C8H22F9FeN10O15S3
Method: DFT, ωB97M-V/def2-TZVPD

Geometry as XYZ:
```
68
Properties=species:S:1:pos:R:3
Fe 0.3200 0.5186 -0.0112
C -4.0820 0.8672 -1.1792
F -4.1610 -0.4310 -0.9440
F -5.0839 1.1861 -2.0568
F -4.2791 1.5218 0.0259
S -2.3600 1.4398 -1.8796
O -2.3576 2.9088 -2.0169
O -1.3439 0.9501 -0.9621
O -2.3653 0.7635 -3.1559
C 0.8559 -4.0089 0.5187
F -0.4434 -3.9385 0.1925
F 0.9385 -3.7357 1.8771
F 1.4559 -5.1734 0.1570
S 1.7746 -2.5346 -0.3290
O 3.0985 -2.5081 0.2925
O 1.8690 -2.8101 -1.7568
O 1.0788 -1.2764 0.0165
C 2.2286 0.0769 4.1823
F 1.3937 -0.8884 4.4179
F 2.7324 0.6120 5.2550
F 3.2807 -0.4317 3.4515
S 1.4357 1.4482 3.0857
O 0.9599 0.8017 1.8422
O 0.3130 1.9628 3.8952
O 2.4798 2.4751 2.8294
O 0.7642 2.5586 -0.1748
H 0.8102 3.1315 0.5906
H 0.9940 3.1241 -0.9121
C -1.4310 -2.2698 -2.6103
O -1.0069 -1.6214 -1.6328
N -1.9665 -1.7349 -3.6009
N -1.0919 -3.5075 -2.8874
H -2.0824 -0.7415 -3.4603
H -2.5901 -2.2696 -4.1887
H -0.5799 -4.1232 -2.2720
H -1.5685 -3.9091 -3.6822
C -1.8215 -1.1597 1.8186
O -1.1070 -0.5485 1.0319
N -1.9833 -2.4636 1.8561
N -2.5140 -0.6159 2.7163
H -2.6437 -2.8152 2.5346
H -1.5290 -3.0862 1.2034
H -2.4584 0.3699 2.9289
H -2.9880 -1.2062 3.3848
C 1.3444 0.4295 -3.2354
O 1.0040 0.5269 -2.0293
N 2.1589 -0.4738 -3.5962
N 0.8944 1.1741 -4.2451
H 2.5751 -0.3996 -4.5134
H 2.2652 -1.2369 -2.9431
H 0.1508 1.8484 -4.1334
H 1.1548 0.7356 -5.1169
C -2.2615 2.6451 2.2620
O -1.4686 2.2022 1.4702
N -2.2172 2.2880 3.5490
N -3.1857 3.5103 1.9394
H -1.4157 1.7082 3.7528
H -2.8923 2.6706 4.1955
H -3.2738 3.9406 1.0298
H -3.7366 3.7481 2.7519
C 3.8939 0.8692 -0.1732
O 2.6540 0.7941 -0.1719
N 4.6081 1.8669 -0.6602
N 4.8189 0.0423 0.2158
H 4.0983 2.7119 -0.8754
H 5.6104 1.8149 -0.7735
H 5.6651 0.5696 0.3773
H 4.6104 -0.8941 0.5317
```

Calculated values
Spin multiplicity ... 6
⟨S²⟩ ... 8.75
E_HOMO (alpha / beta) ... -8.96 / -8.95 eV
Lowest unoccupied orbital energy (alpha / beta) ... 0.3 / -1.6 eV

(6)
Molecular formula: C8H22F9N10O15S3Y
Method: DFT, ωB97M-V/def2-TZVPD

Geometry as XYZ:
```
68
Properties=species:S:1:pos:R:3
Y 2.6968 -12.1584 7.9196
C 1.0495 -14.0394 3.8051
F 1.4307 -15.1977 4.3568
F 1.0789 -14.2084 2.4819
F -0.1882 -13.7553 4.1489
S 2.1948 -12.6485 4.2990
O 3.4634 -12.9131 3.6486
O 1.4775 -11.4960 3.8263
O 2.2888 -12.7375 5.7569
C 2.8354 -8.0452 5.7665
F 3.1765 -8.7653 4.7093
F 3.9448 -7.9531 6.5350
F 2.4675 -6.8272 5.4248
S 1.4955 -8.8823 6.7182
O 2.0005 -10.2278 6.9501
O 1.3692 -8.0870 7.9369
O 0.3475 -8.8038 5.8612
C 0.8234 -16.4035 8.6355
F 2.0073 -16.9578 8.3570
F 0.2151 -16.1109 7.4865
F 0.0880 -17.3181 9.2822
S 0.9572 -14.8997 9.7024
O 1.7403 -13.9894 8.8729
O -0.4058 -14.4587 9.9102
O 1.6679 -15.3517 10.8679
O 3.9567 -12.8009 9.8159
H 3.9792 -12.2941 10.6340
H 4.2179 -13.6977 10.0480
C 4.0762 -9.3124 9.7187
O 3.6639 -10.2739 9.0858
N 3.4183 -8.1385 9.8107
N 5.2752 -9.3642 10.4053
H 3.7667 -7.4385 10.4399
H 2.6715 -7.9321 9.1404
H 5.9547 -10.0786 10.2184
H 5.6506 -8.4737 10.6850
C 4.3248 -15.2880 7.0338
O 4.0836 -14.1318 7.3525
N 5.0974 -16.1405 7.7837
N 4.0479 -15.7904 5.8110
H 5.2329 -17.0687 7.4244
H 5.2437 -15.9910 8.7631
H 4.0628 -16.7812 5.6479
H 3.5088 -15.2175 5.1920
C 0.3613 -10.9510 10.3190
O 1.3412 -11.3226 9.6697
N 0.2226 -9.6517 10.6776
N -0.6306 -11.7929 10.6624
H 0.7932 -8.9402 10.2570
H -0.6293 -9.3666 11.1264
H -1.4156 -11.3735 11.1254
H -0.5559 -12.7870 10.4746
C 5.3837 -10.7816 6.1494
O 4.5123 -11.3729 6.7731
N 5.4685 -10.8958 4.7942
N 6.3903 -10.0756 6.7222
H 6.2699 -10.5590 4.2951
H 4.9078 -11.6587 4.4216
H 7.0956 -9.5860 6.2057
H 6.2741 -9.8122 7.6849
C -0.9251 -12.2143 6.9089
O 0.2033 -12.3456 7.3578
N -2.0058 -12.8600 7.4424
N -1.1828 -11.5273 5.7653
H -2.9081 -12.8363 7.0073
H -1.9285 -13.1869 8.3888
H -0.3767 -11.3009 5.1961
H -2.0607 -11.6138 5.2870
```

Calculated values
E_HOMO ... -9.39 eV
Lowest unoccupied orbital energy ... -0.3 eV

Number 1: calculated total energy -123811.010 eV. Number 2: calculated total energy -158070.770 eV. Number 3: calculated total energy -45014.293 eV. Number 4: calculated total energy -35106.275 eV. Number 5: calculated total energy -145619.423 eV. Number 6: calculated total energy -112287.260 eV.